(1)
Molecular formula: C2H6N2O3
Method: DFT, the ωB97M-V functional and the def2-TZVPD basis

Positions of all 13 atoms, in Å:
C 0.532 -1.507 -0.441
C -2.409 -0.009 0.186
H 1.637 2.830 -0.362
H 0.857 1.527 -0.149
H 2.261 -0.529 1.330
H -0.087 -2.335 -0.785
H -3.455 -0.188 0.475
H -2.210 1.068 -0.029
N 1.763 -1.642 -0.175
N -1.549 -0.932 0.085
O 0.712 2.502 -0.235
O 2.222 -0.322 0.373
O -0.274 -0.463 -0.273

Results
Spin multiplicity: 1
ΔE to the lowest compared entry with this formula, charge and spin: 5.729 eV

***

(2)
Molecular formula: C2H6N2O4
Method: DFT, the ωB97M-V functional and the def2-TZVPD basis

Positions of all 14 atoms, in Å:
C -0.470 -1.942 -0.254
C -0.965 1.991 0.361
N 2.019 -0.184 -0.221
N 0.326 0.160 0.005
O 2.279 -1.291 0.155
O 2.674 0.612 -0.810
O -0.125 -0.982 0.719
O 0.174 1.299 0.809
H -1.431 -2.373 -0.068
H 0.353 -2.660 -0.415
H -0.784 -1.392 -1.178
H -1.927 1.399 0.420
H -0.830 2.553 -0.599
H -1.291 2.811 1.076

Results
Spin multiplicity: 1
ΔE to the lowest compared entry with this formula, charge and spin: 9.287 eV

***

(3)
Molecular formula: C2H6N2OS
Method: DFT, the ωB97M-V functional and the def2-TZVPD basis

Positions of all 12 atoms, in Å:
C -1.186 -0.861 0.156
C 0.868 -0.254 1.043
N 0.071 0.765 -1.393
N -0.320 0.227 0.381
O 0.878 2.442 -2.899
S 0.120 2.270 -1.641
H -0.680 -1.735 -0.446
H -1.161 -1.383 1.185
H -2.225 -0.488 -0.084
H 0.646 -0.428 2.137
H 1.323 -1.142 0.522
H 1.669 0.587 1.038

Results
Spin multiplicity: 1
ΔE to the lowest compared entry with this formula, charge and spin: 5.065 eV

***

(4)
Molecular formula: C2H6N2OS
Method: DFT, the ωB97M-V functional and the def2-TZVPD basis

Positions of all 12 atoms, in Å:
C 2.417 0.198 1.232
C -0.854 -0.739 -0.652
H 2.943 -0.345 0.473
H 2.967 1.138 1.350
H 2.359 -0.269 2.227
H -1.263 -1.660 -1.101
H -1.651 1.190 -0.217
H -3.548 0.158 -1.410
N 0.336 -0.817 -0.221
N -1.821 0.238 -0.565
O -2.634 0.311 -1.701
S 0.749 0.597 0.585

Results
Spin multiplicity: 1
ΔE to the lowest compared entry with this formula, charge and spin: 3.128 eV

***

(5)
Molecular formula: C2H6N2OS
Method: DFT, the ωB97M-V functional and the def2-TZVPD basis

Positions of all 12 atoms, in Å:
C -1.298 -1.098 -0.177
C -0.182 -0.021 -0.266
H -1.285 -1.144 1.135
H -1.288 -2.256 -0.775
H -2.403 -0.897 -0.430
H 1.045 -1.592 0.593
H 2.833 0.968 0.464
H -0.660 3.143 0.164
N 1.032 -0.643 0.065
N -0.676 1.181 -0.461
O 0.264 2.353 -0.013
S 2.617 0.005 -0.300

Results
Spin multiplicity: 1
ΔE to the lowest compared entry with this formula, charge and spin: 6.405 eV

***

(6)
Molecular formula: C2H6N2OS
Method: DFT, the ωB97M-V functional and the def2-TZVPD basis

Positions of all 12 atoms, in Å:
C -1.297 -0.630 0.737
C 0.227 0.773 -0.594
H -0.399 -1.221 1.093
H -1.129 0.326 1.400
H -2.391 -1.198 0.847
H -0.481 2.630 -0.207
H 2.221 0.541 -0.245
H 1.368 -1.730 -1.171
N 0.343 1.899 0.025
N 1.362 0.032 -0.598
O 1.586 -1.235 -0.253
S -1.409 -0.187 -1.034

Results
Spin multiplicity: 1
ΔE to the lowest compared entry with this formula, charge and spin: 4.663 eV

***

Please write out number 2 again, unchanged.
Molecular formula: C2H6N2O4
Method: DFT, the ωB97M-V functional and the def2-TZVPD basis

Positions of all 14 atoms, in Å:
C -0.470 -1.942 -0.254
C -0.965 1.991 0.361
N 2.019 -0.184 -0.221
N 0.326 0.160 0.005
O 2.279 -1.291 0.155
O 2.674 0.612 -0.810
O -0.125 -0.982 0.719
O 0.174 1.299 0.809
H -1.431 -2.373 -0.068
H 0.353 -2.660 -0.415
H -0.784 -1.392 -1.178
H -1.927 1.399 0.420
H -0.830 2.553 -0.599
H -1.291 2.811 1.076

Results
Spin multiplicity: 1
ΔE to the lowest compared entry with this formula, charge and spin: 9.287 eV

***

> Which value of spin multiplicity does entry 5 give?

1